ORCA calculation (ωB97M-V/def2-TZVPD) on a structure of composition C26H33FeN6O2S.

Geometry as XYZ:
```
69
Properties=species:S:1:pos:R:3:forces:R:3:lowdin_charge:R:1
C -2.1601 -1.8814 1.3907 -0.029 0.013 0.007 -0.1948
H 4.5610 5.2799 3.0929 -0.003 -0.013 -0.005 0.1339
H -2.4840 2.3009 -1.6303 0.002 0.007 -0.013 0.0971
C 1.3657 -3.2310 0.5572 -0.022 -0.051 -0.003 0.0435
O 1.1745 -1.1307 1.7814 0.009 0.069 0.160 -0.0436
H -5.3522 -4.2660 0.4767 0.008 0.005 0.003 0.0813
C -1.1941 0.9147 -2.6448 -0.059 0.054 0.008 -0.1864
H -2.4897 -2.2117 -0.6650 0.007 -0.024 -0.007 0.1505
C 0.5757 4.4213 2.6491 -0.040 0.008 -0.006 0.0065
C -2.2374 2.0249 -2.6608 -0.023 -0.026 0.001 -0.1981
H 2.0807 5.7962 3.2954 -0.003 -0.009 -0.005 0.1407
H 6.9755 1.4330 1.4953 -0.012 -0.005 0.002 0.1405
H -5.4174 0.6939 -3.3011 0.007 -0.002 0.007 0.0811
C 5.9225 1.2213 1.3561 0.023 0.039 0.007 0.0527
H -3.2607 1.4184 -4.4585 -0.001 0.006 0.008 0.1146
H -0.6810 2.8369 1.9115 0.020 0.014 0.037 0.0705
C 0.3345 3.1731 2.0740 -0.029 -0.015 -0.002 -0.0948
H -2.0187 -1.0220 -2.4213 -0.077 0.020 0.009 0.1525
C 2.9301 3.9879 2.4738 -0.020 0.007 -0.003 -0.1125
H 6.2222 -0.7394 0.5453 -0.010 0.013 0.003 0.1279
C 4.3145 4.3207 2.6564 -0.020 0.047 0.020 0.0188
H 0.8589 -3.1000 -3.7462 -0.007 0.014 0.007 0.1040
C -4.4946 -3.8091 0.9683 0.013 -0.011 -0.003 -0.0993
H -0.2628 5.0416 2.9312 0.010 -0.008 -0.009 0.1290
H 1.3210 -3.9093 1.3936 0.005 0.003 -0.012 0.1324
O 1.5055 -0.6736 -2.5973 0.002 -0.006 0.041 0.1021
C -4.4479 0.6918 -2.8045 0.005 0.001 0.003 -0.1038
H -4.3975 -4.2649 1.9559 -0.002 0.008 -0.018 0.0864
C 1.4846 -1.4139 -1.6437 0.021 0.048 -0.045 -0.4849
H -0.9905 0.5577 -3.6540 0.012 -0.001 0.006 0.1350
C 4.1475 -0.2159 0.6532 -0.005 -0.037 -0.077 -0.0452
H -4.6195 0.9112 -1.7470 0.004 -0.004 -0.015 0.0759
C 1.5153 -3.6512 -0.7301 0.030 -0.010 -0.006 -0.0047
H 6.3299 3.7073 2.4443 -0.016 -0.004 0.000 0.1340
H -3.7408 -0.5244 1.8919 -0.006 0.003 0.000 0.1133
C 1.8686 4.8326 2.8485 0.038 0.022 0.014 0.0539
C -4.6686 -2.2974 1.0762 -0.011 -0.007 0.004 -0.2559
H -0.2483 1.2594 -2.2364 0.008 -0.002 0.003 0.0899
S -0.9340 0.8375 0.4482 0.171 0.116 -0.107 0.8739
H -4.7323 -1.8520 0.0770 -0.001 -0.005 0.000 0.0962
N 1.5817 -2.8090 -1.7866 -0.011 -0.053 -0.029 -0.0225
C 4.9623 2.1822 1.7240 0.006 -0.017 -0.001 -0.1112
C -3.5736 -1.6049 1.8869 -0.004 0.002 -0.009 -0.1836
C 1.2961 -1.8351 0.7029 0.038 0.015 0.012 -0.4770
C 1.7502 -3.3088 -3.1590 -0.008 0.010 0.033 0.0220
H -3.6203 -1.9357 2.9278 0.007 0.002 -0.010 0.1270
H 3.8058 -1.1511 0.2308 0.004 0.031 0.017 0.1244
N 1.3120 2.3548 1.7047 -0.085 -0.153 0.271 0.0190
H -4.0655 2.6623 -3.5422 -0.007 -0.003 0.002 0.1136
N -2.0105 -1.5745 -0.0414 0.103 -0.005 0.050 0.0598
H -1.7500 2.8961 -3.1053 0.004 -0.010 0.008 0.1226
H -1.8952 -2.9320 1.5151 -0.011 0.017 -0.019 0.1234
Fe 1.2272 0.5145 0.8601 -0.060 0.078 -0.529 0.6158
C 5.5117 0.0234 0.8299 0.005 -0.039 -0.022 0.0083
C 2.5957 2.7593 1.9071 0.004 0.053 -0.002 -0.1243
C 5.2870 3.4564 2.2995 0.055 -0.019 -0.012 0.0189
N -1.6105 -0.2745 -1.8777 0.178 -0.045 -0.164 0.0523
H -1.4333 -1.2903 1.9400 0.052 -0.014 0.001 0.0822
H -5.6270 -2.0777 1.5474 -0.003 0.001 -0.002 0.1161
H 2.5942 -2.8091 -3.6257 0.011 0.007 0.006 0.1069
C 3.6232 1.8520 1.5205 0.047 -0.008 0.025 -0.1193
N 1.3727 -1.0042 -0.3386 -0.135 -0.047 0.110 0.0645
H -4.0658 -0.3296 -2.8812 -0.012 0.012 -0.006 0.0520
H 1.5968 -4.7028 -0.9725 -0.003 -0.001 0.000 0.1471
H -3.6080 -4.0935 0.3907 -0.022 0.005 0.019 0.0607
C -3.5178 1.7242 -3.4399 0.003 -0.003 0.003 -0.2429
N 3.2232 0.6734 0.9778 -0.039 -0.028 0.043 0.0573
C -1.5444 -0.4551 -0.5769 -0.111 -0.060 0.179 -0.6269
H 1.9262 -4.3794 -3.1215 -0.002 -0.005 0.013 0.0996
```
Forces are in eV/Å.

multiplicity: 2
total charge: +2
expectation value of S²: 0.889
relative energy (zero: lowest compared OMol25 entry of this formula, charge and spin): 0.0 kJ/mol

ORCA calculation (ωB97M-V/def2-TZVPD) on the molecule C26H33N3O4.

Geometry as XYZ:
```
66
Properties=species:S:1:pos:R:3:forces:R:3:lowdin_charge:R:1
C 0.4136 -1.1402 0.4989 0.011 0.256 -0.171 0.0039
H 3.9866 -1.0311 -0.8749 0.088 0.013 -0.040 0.1262
C -3.7344 4.9260 -0.4362 0.155 0.046 -0.309 -0.1872
C -2.9901 4.0450 -1.4583 -0.202 -0.101 0.403 -0.1495
C 2.1286 -0.0248 -0.7608 -0.206 -0.275 0.251 -0.0474
H -2.1865 4.6557 -1.8775 0.034 0.031 -0.105 0.1214
C -1.0540 0.7031 -1.5998 -0.143 0.103 -0.467 -0.1495
C 6.5012 -6.1588 0.2054 0.040 0.007 0.043 -0.2701
H -1.4954 0.9996 1.0152 0.071 -0.031 -0.018 0.1256
H 6.0956 -7.3648 3.3460 0.016 -0.038 0.080 0.1057
H -4.5555 2.5148 1.0104 0.033 0.029 0.051 0.1159
C -6.2141 3.4759 1.9771 0.388 -0.031 0.186 -0.1969
C 2.7123 1.0975 -1.5724 0.190 0.107 -0.126 -0.4880
H -3.6746 3.8063 -2.2753 0.022 0.030 -0.116 0.1073
H -4.0019 5.8531 -0.9576 0.140 0.011 0.062 0.1197
C 5.8979 -6.7883 2.4547 0.022 -0.020 0.007 -0.0636
H -6.0409 4.6384 -1.6056 -0.024 -0.024 -0.065 0.1284
C 2.9820 -1.0834 -0.4789 -0.101 -0.009 0.029 0.0549
O -7.2030 3.0078 1.0903 -0.047 -0.160 -0.015 -0.1311
O 1.9473 2.1664 -1.7521 -0.022 0.271 -0.136 0.1076
H -7.6003 4.8565 0.2741 0.014 -0.065 -0.062 0.1265
C 7.4171 -6.2939 -0.9725 0.016 -0.049 -0.002 -0.0490
H 0.0488 1.8139 1.3495 -0.071 -0.060 -0.029 0.1371
C -1.7100 1.9889 -2.0943 -0.201 -0.262 0.296 -0.1361
H -0.9489 2.6280 -2.5467 0.041 0.042 -0.082 0.1239
H -5.6996 2.9392 -1.1678 -0.011 0.055 -0.056 0.1268
O 3.8282 1.0319 -2.0240 -0.082 0.012 0.027 0.0995
H 7.1122 -5.6398 -1.7852 0.025 0.024 -0.077 0.0746
H -0.5945 -1.1725 0.8843 -0.116 0.002 0.039 0.1163
C 2.5706 -2.1693 0.2857 -0.433 0.357 -0.070 -0.1969
H -1.8228 0.0150 -1.2129 0.083 -0.013 0.009 0.1321
C 5.3975 -5.3203 0.1616 -0.044 -0.011 0.154 0.0025
H -8.0616 3.4139 -0.6805 0.033 0.075 0.003 0.1243
C -4.8457 3.5411 1.2927 -0.356 0.021 0.178 -0.1720
N 3.4889 -3.1897 0.5159 0.442 -0.055 -0.179 0.1375
H -2.4455 1.7429 -2.8620 -0.012 0.034 -0.061 0.1221
H 0.9342 -3.0213 1.3754 -0.004 -0.005 0.011 0.1023
H 4.3991 -3.0312 0.1056 -0.138 -0.106 0.164 0.1348
N -0.0742 1.0303 -0.5691 0.017 -0.075 0.047 -0.1585
H -4.1080 3.9395 1.9917 0.023 -0.025 0.027 0.1238
H 1.0570 2.0077 -1.3186 0.177 -0.241 0.053 0.0661
C 4.5445 -5.2068 1.2563 0.185 -0.344 0.131 -0.1340
C -2.3813 2.7395 -0.9390 0.178 0.263 -0.262 -0.3334
C 4.7928 -5.9595 2.3994 -0.144 0.160 -0.083 -0.0186
H 7.6091 -7.5341 1.4113 0.095 -0.073 0.008 0.1145
C -1.3400 2.9709 0.1574 -0.298 -0.353 0.083 -0.1314
C 1.2676 -2.1883 0.7796 -0.017 -0.154 0.092 0.0163
H -6.1978 2.7766 2.8150 0.025 0.072 -0.008 0.1244
H -3.0633 5.1953 0.3816 0.012 0.092 -0.008 0.1130
H 8.4386 -6.0448 -0.6885 0.074 0.018 -0.055 0.0834
N -4.9572 4.4302 0.1562 -0.053 -0.158 0.031 -0.1717
H 7.4152 -7.3210 -1.3352 0.041 -0.037 -0.087 0.0840
C -7.2933 3.8470 -0.0376 0.063 0.086 -0.392 -0.1971
C 6.7476 -6.8834 1.3677 -0.073 0.061 -0.061 -0.0421
C 3.3344 -4.3354 1.2504 0.076 0.132 -0.100 -0.4111
H -0.5353 0.2029 -2.4218 -0.035 -0.011 0.084 0.1362
H -1.7967 3.4374 1.0299 0.019 0.080 0.050 0.1045
O 2.3263 -4.6231 1.8610 -0.093 -0.006 0.100 0.0825
H -0.5600 3.6355 -0.2198 0.062 0.091 0.022 0.1300
C -5.9534 3.9385 -0.7724 -0.284 0.032 0.256 -0.1703
H -6.4825 4.4793 2.3397 0.047 -0.074 0.000 0.1268
H -3.1764 2.1017 -0.5397 -0.012 -0.027 0.023 0.1270
C -0.7140 1.6456 0.5849 0.042 0.418 0.241 -0.1543
H 4.1119 -5.8785 3.2326 -0.069 -0.002 0.061 0.1174
H 5.1888 -4.7827 -0.7539 -0.010 0.045 -0.088 0.1165
C 0.8173 -0.0519 -0.2662 0.305 -0.183 0.028 -0.1834
```
Forces are in eV/Å.

total charge: 0
relative energy (zero: lowest compared OMol25 entry of this formula, charge and spin): 59.0 kJ/mol

ORCA calculation (ωB97M-V/def2-TZVPD) on a cluster of 2 separate species, C26H33N4O3 in total at a distorted geometry.

Geometry as XYZ:
```
66
Properties=species:S:1:pos:R:3:forces:R:3:lowdin_charge:R:1
C 2.4008 1.6922 2.9154 0.607 -0.678 0.021 -0.3890
C -3.5278 -0.7288 -3.8053 0.147 -0.238 0.237 -0.2324
C -0.2350 -1.4162 0.3711 -0.540 -1.704 -0.903 -0.0595
C -4.2267 0.3988 -4.5865 0.030 -0.003 -0.135 -0.1644
C -0.1617 -4.1194 -0.6847 -0.526 0.569 -0.012 0.0169
H 3.8500 -1.3726 0.8691 -0.022 -0.055 0.094 0.0963
H 0.6208 -2.0458 0.4949 0.104 -0.036 -0.042 0.0575
C -3.4595 1.6960 -4.2311 0.050 0.014 -0.128 -0.1653
N 0.9238 0.2951 1.6062 -1.086 -0.224 -0.559 0.0846
H -3.0304 2.1526 -5.1320 -0.090 -0.168 0.236 0.1069
H 2.3539 -1.4308 -0.0608 0.070 -0.062 0.035 0.0761
H -1.9281 -0.6302 -2.4683 -0.195 0.402 -0.638 0.0577
H -2.1978 -1.3681 -0.4220 -0.355 0.190 -0.132 0.1283
H -1.3842 1.7351 -3.5050 -0.161 -0.037 0.028 0.1026
H 3.2158 0.0863 0.1211 -0.001 0.070 -0.014 0.1032
C 2.2331 6.2468 1.9424 0.179 0.111 -0.082 -0.0659
H 2.8621 4.6481 0.6829 0.188 -0.079 -0.171 0.1131
C -2.3454 1.2712 -3.2565 0.228 -0.129 0.327 -0.2272
N -1.2574 -7.2171 -2.4023 -0.044 -3.070 -1.224 -0.3029
C -1.2638 -5.8687 -1.8756 -0.148 1.207 0.395 -0.1136
C -1.2773 -3.2690 -0.8516 0.041 -1.371 -0.540 -0.1889
H 0.7082 -3.7853 -0.1520 0.214 -0.011 0.090 0.1079
H 0.2674 1.7698 2.9555 0.111 0.081 -0.080 0.1687
H 5.0150 -0.0401 2.4526 0.108 -0.012 -0.029 0.0936
C -1.3002 -1.9518 -0.3163 1.013 1.157 1.106 0.0383
H 1.4296 -1.3644 3.7341 -0.028 0.043 0.038 0.1068
C -0.1609 -5.3904 -1.1849 0.278 -0.792 -0.181 0.0304
O -2.2616 -7.6192 -3.0187 1.590 1.147 1.177 0.0906
C 1.8671 -1.6997 2.7951 -0.246 0.032 0.070 0.0161
H -0.4794 6.2016 3.9256 -0.133 0.035 0.095 0.1079
C 2.1759 -0.4899 1.9150 0.873 -0.092 0.349 -0.4249
C 2.9357 -0.8314 0.6355 -0.071 0.116 -0.183 0.0169
H -3.2475 -3.1547 -1.7068 -0.246 0.156 -0.058 0.1156
H 3.0549 6.8870 1.6662 0.132 0.062 -0.059 0.1090
H -0.6880 3.9725 2.9251 -0.289 -0.132 0.119 0.1099
C 4.3177 0.1976 3.2530 -0.092 -0.444 -0.211 0.0047
H 4.2788 -0.6339 3.9530 0.065 -0.062 0.089 0.0936
H -1.0044 0.5030 0.8196 -0.143 0.573 0.129 0.1508
H -4.1350 -1.0354 -2.9458 -0.218 0.006 0.005 0.0925
C 1.0700 4.1515 1.7323 0.098 0.218 0.166 -0.2457
H 1.3971 7.6620 3.3060 0.001 0.094 0.033 0.1092
C 2.1211 4.9891 1.3857 -0.093 -0.276 -0.083 -0.0377
H -4.1840 0.2038 -5.6657 0.043 0.058 0.298 0.1075
C 0.9546 2.7707 1.1556 0.089 -0.077 -0.522 -0.0842
N -2.2268 -0.1980 -3.3489 -0.198 0.094 -0.296 -0.0750
H 1.1671 -2.3950 2.3375 0.094 -0.056 -0.013 0.0754
N 2.9961 0.4688 2.7129 -1.203 0.692 -0.380 -0.0278
O -0.2494 -7.9267 -2.2205 -1.593 1.672 -0.070 0.0873
H 0.6895 -6.0375 -1.0472 0.093 -0.085 -0.004 0.1305
C 1.3020 6.6840 2.8603 0.048 0.254 0.079 -0.0743
H -3.3668 -1.6188 -4.4241 -0.057 0.134 0.072 0.1045
H -2.5938 1.5674 -2.2308 -0.113 0.179 0.042 0.0940
H 0.0124 2.6840 0.6041 -0.046 -0.122 0.117 0.1216
H 4.6736 1.0821 3.7778 -0.219 0.027 -0.094 0.1023
H 2.7819 -2.2400 3.0307 0.053 0.026 -0.097 0.0965
H -5.2908 0.4729 -4.3252 0.330 -0.082 -0.013 0.1068
C -2.3707 -5.0512 -2.0589 -0.142 -0.979 -0.458 0.0355
H -3.2142 -5.4457 -2.5986 -0.148 -0.035 -0.088 0.1307
H 1.7478 2.6145 0.4194 0.029 0.005 -0.007 0.1294
O 2.8731 2.6219 3.5313 -0.502 -0.538 -0.406 0.1276
C 0.2495 5.8641 3.2073 -0.233 -0.012 0.204 -0.0685
C 0.1340 4.6093 2.6463 0.011 -0.126 -0.114 -0.0446
C -0.1644 -0.1562 0.9264 2.626 1.657 1.881 0.0461
C -2.3835 -3.7771 -1.5593 0.527 0.664 0.515 0.0198
C 1.0583 1.6600 2.2038 -1.123 0.275 0.029 -0.1357
H -4.1224 2.4494 -3.7853 0.238 -0.234 -0.052 0.1061
```
Forces are in eV/Å.

total charge: +1
relative energy (zero: lowest compared OMol25 entry of this formula, charge and spin): 0.0 kJ/mol